{
  "formula": "C19H25ClN5O4PtSSi",
  "method": "the ωB97M-V functional and the def2-TZVPD basis",
  "charge": -1,
  "e_above_lowest_ev": 0.078,
  "spin_multiplicity": 1,
  "homo_ev": -3.95,
  "species": ["Pt", "O", "Cl", "O", "O", "O", "C", "C", "C", "C", "N", "C", "S", "N", "H", "H", "H", "H", "H", "C", "Si", "C", "C", "N", "C", "C", "C", "C", "C", "C", "H", "H", "H", "H", "H", "H", "H", "H", "H", "H", "H", "H", "H", "H", "N", "C", "C", "C", "N", "C", "C", "H", "H", "H", "H", "H", "H"],
  "xyz": [[-0.181, 0.377, 0.810], [-2.353, -0.229, 3.909], [-1.565, -1.231, 3.248], [-1.141, -2.242, 4.161], [-0.318, -0.574, 2.736], [-2.283, -1.790, 2.140], [-0.496, 0.703, -6.071], [-0.751, 0.182, -4.684], [-1.440, -1.014, -4.478], [-1.653, -1.373, -3.163], [-1.226, -0.653, -2.133], [-0.546, 0.464, -2.422], [0.156, 1.437, -1.169], [-0.305, 0.909, -3.676], [-0.094, -0.081, -6.713], [0.204, 1.533, -6.025], [-1.428, 1.053, -6.521], [-1.791, -1.621, -5.301], [-2.191, -2.283, -2.912], [0.463, -2.772, -0.056], [2.010, -1.947, 0.597], [3.366, -2.284, -0.684], [2.467, -2.816, 2.201], [1.743, -0.247, 0.817], [2.739, 0.637, 1.159], [2.492, 2.014, 1.357], [3.502, 2.901, 1.681], [4.816, 2.478, 1.843], [5.082, 1.126, 1.677], [4.080, 0.229, 1.349], [0.598, -3.857, 0.007], [0.292, -2.506, -1.101], [-0.435, -2.508, 0.505], [3.083, -3.146, -1.295], [4.340, -2.499, -0.242], [3.480, -1.424, -1.348], [2.764, -3.851, 2.004], [1.608, -2.827, 2.876], [3.288, -2.318, 2.721], [1.479, 2.380, 1.257], [3.252, 3.948, 1.813], [5.603, 3.176, 2.098], [6.092, 0.752, 1.809], [4.342, -0.813, 1.245], [-6.068, 2.374, 1.292], [-4.760, 1.949, 1.154], [-3.743, 2.474, 1.949], [-2.463, 1.990, 1.807], [-2.138, 1.038, 0.927], [-3.111, 0.524, 0.167], [-4.418, 0.945, 0.250], [-6.200, 3.277, 1.716], [-6.676, 2.202, 0.509], [-3.949, 3.237, 2.687], [-1.654, 2.359, 2.423], [-2.797, -0.248, -0.523], [-5.168, 0.488, -0.383]],
  "forces_ev_per_angstrom": [[0.007, 0.014, -0.038], [-0.025, -0.007, -0.019], [0.129, 0.125, 0.027], [-0.009, 0.006, 0.006], [-0.070, -0.140, 0.021], [-0.007, -0.026, -0.030], [0.014, -0.010, 0.006], [-0.030, -0.004, -0.032], [-0.001, -0.010, -0.005], [-0.015, 0.015, -0.023], [-0.100, -0.032, -0.014], [0.218, -0.039, 0.032], [-0.036, 0.082, -0.013], [-0.062, 0.052, 0.018], [-0.001, -0.002, -0.004], [0.002, 0.002, -0.001], [-0.001, 0.003, 0.006], [0.004, -0.001, 0.001], [0.002, -0.012, -0.005], [-0.009, 0.027, -0.003], [-0.050, -0.015, -0.002], [-0.009, -0.017, 0.014], [0.016, 0.015, 0.018], [0.090, 0.033, 0.087], [-0.035, -0.026, 0.021], [-0.006, 0.008, 0.001], [0.009, 0.006, -0.004], [-0.004, 0.008, 0.006], [-0.001, -0.012, -0.007], [-0.002, 0.015, -0.024], [0.017, -0.013, -0.012], [-0.018, 0.018, 0.006], [0.014, -0.023, 0.010], [0.004, -0.003, 0.002], [0.013, 0.006, 0.006], [-0.008, 0.005, -0.004], [-0.002, -0.003, 0.010], [-0.013, 0.018, -0.021], [0.010, -0.006, -0.003], [-0.015, -0.011, -0.018], [-0.001, 0.002, 0.001], [0.001, 0.001, 0.002], [0.001, -0.001, -0.001], [0.006, -0.037, -0.024], [0.001, 0.008, -0.001], [-0.008, -0.001, -0.009], [0.004, -0.005, 0.003], [-0.009, -0.013, -0.008], [-0.011, 0.008, -0.019], [-0.005, -0.041, 0.011], [0.001, 0.010, -0.002], [0.000, -0.005, 0.000], [0.000, -0.003, 0.003], [0.001, 0.006, 0.002], [0.003, 0.006, 0.004], [-0.006, 0.021, 0.021], [-0.001, -0.001, -0.001]],
  "mulliken_charge": [0.385, -0.660, 1.694, -0.679, -0.724, -0.615, -1.235, 0.968, -0.983, -0.136, -0.212, 0.388, -0.635, -0.548, 0.331, 0.340, 0.262, 0.354, 0.443, -0.983, 0.456, -1.358, -1.089, 0.441, 1.385, -0.571, -0.820, -0.476, -0.941, -0.192, 0.418, 0.111, 0.215, 0.386, 0.371, 0.349, 0.359, 0.232, 0.361, 0.096, 0.342, 0.360, 0.343, 0.138, -0.555, 1.035, -0.761, -0.283, -0.101, -0.110, -0.761, 0.222, 0.224, 0.305, 0.377, 0.435, 0.301]
}

---

{
  "formula": "C26H56Cl26NO6P",
  "method": "the ωB97M-V functional and the def2-TZVPD basis",
  "spin_multiplicity": 1,
  "homo_ev": -8.94,
  "species": ["C", "C", "O", "C", "C", "C", "O", "C", "C", "C", "O", "C", "N", "P", "O", "O", "C", "C", "C", "C", "O", "H", "H", "H", "H", "H", "H", "H", "H", "H", "H", "H", "H", "H", "H", "H", "H", "H", "H", "H", "H", "H", "H", "H", "H", "H", "H", "H", "H", "H", "H", "C", "Cl", "Cl", "H", "H", "C", "Cl", "Cl", "H", "H", "C", "Cl", "Cl", "H", "H", "C", "Cl", "Cl", "H", "H", "C", "Cl", "Cl", "H", "H", "C", "Cl", "Cl", "H", "H", "C", "Cl", "Cl", "H", "H", "C", "Cl", "Cl", "H", "H", "C", "Cl", "Cl", "H", "H", "C", "Cl", "Cl", "H", "H", "C", "Cl", "Cl", "H", "H", "C", "Cl", "Cl", "H", "H", "C", "Cl", "Cl", "H", "H"],
  "xyz": [[0.885, 1.304, 2.504], [1.404, -0.095, 2.605], [0.667, -1.068, 1.884], [-0.565, -1.434, 2.462], [-1.646, -1.392, 1.429], [-2.972, -1.775, 2.053], [-4.069, -1.308, 1.281], [-5.019, -0.522, 1.986], [-6.182, -0.156, 1.079], [-6.506, -1.219, 0.052], [-6.595, -2.487, 0.640], [-5.623, -1.097, -1.206], [-4.925, -2.329, -1.589], [-4.375, 1.087, 2.625], [-5.487, 1.970, 2.960], [-1.724, -0.059, 0.971], [-1.412, 0.138, -0.401], [-1.162, 1.609, -0.622], [-1.865, 2.186, -1.792], [-1.530, 3.671, -1.915], [-3.255, 1.989, -1.589], [1.100, 1.741, 1.550], [-0.159, 1.381, 2.722], [1.403, 1.895, 3.242], [2.393, -0.112, 2.189], [1.499, -0.397, 3.642], [-0.480, -2.427, 2.882], [-0.838, -0.721, 3.220], [-1.434, -2.060, 0.615], [-3.020, -1.453, 3.082], [-3.030, -2.851, 2.033], [-5.362, -1.049, 2.864], [-7.035, -0.018, 1.715], [-5.992, 0.798, 0.617], [-7.503, -1.018, -0.294], [-5.726, -2.815, 0.911], [-4.891, -0.342, -0.977], [-6.200, -0.716, -2.030], [-4.310, -2.561, -0.819], [-4.282, -2.078, -2.332], [-3.611, 0.823, 3.777], [-3.573, 1.655, 1.633], [-2.212, -0.214, -1.034], [-0.503, -0.403, -0.612], [-0.105, 1.765, -0.701], [-1.525, 2.115, 0.254], [-1.532, 1.673, -2.691], [-2.448, 4.224, -1.842], [-0.915, 3.989, -1.096], [-1.088, 3.920, -2.861], [-3.730, 2.386, -2.338], [2.857, 2.474, -1.067], [2.046, 4.020, -0.799], [1.987, 1.486, -2.252], [3.852, 2.667, -1.453], [2.898, 1.935, -0.128], [5.520, 1.634, -3.718], [7.017, 0.881, -3.166], [5.409, 3.331, -3.212], [5.493, 1.598, -4.799], [4.682, 1.094, -3.296], [5.670, 7.161, 0.337], [7.175, 6.796, 1.188], [5.073, 8.782, 0.704], [5.849, 7.094, -0.729], [4.919, 6.447, 0.643], [6.715, 11.927, 1.995], [5.976, 12.552, 3.476], [8.457, 12.223, 1.943], [6.545, 10.859, 1.950], [6.256, 12.422, 1.149], [-4.842, -6.319, 0.734], [-6.561, -6.322, 0.326], [-4.187, -4.672, 0.870], [-4.712, -6.814, 1.688], [-4.298, -6.838, -0.043], [8.263, 0.039, -6.567], [6.610, 0.457, -7.060], [9.153, 1.460, -6.001], [8.220, -0.673, -5.758], [8.782, -0.372, -7.420], [1.418, 10.167, 1.918], [1.356, 10.579, 0.200], [2.794, 10.913, 2.742], [0.517, 10.533, 2.391], [1.482, 9.090, 2.005], [8.169, -3.596, -8.645], [7.712, -2.980, -7.049], [9.917, -3.547, -8.894], [7.834, -4.621, -8.727], [7.696, -2.977, -9.396], [-5.866, -9.829, -0.558], [-6.542, -11.215, 0.307], [-4.096, -9.871, -0.600], [-6.237, -9.844, -1.575], [-6.179, -8.922, -0.054], [-1.083, 8.376, -1.635], [-0.153, 6.875, -1.754], [-1.809, 8.572, -0.039], [-0.438, 9.223, -1.831], [-1.877, 8.321, -2.369], [-1.031, -7.474, 0.946], [-1.747, -6.898, -0.563], [-1.689, -9.045, 1.413], [0.038, -7.563, 0.812], [-1.260, -6.763, 1.725], [-0.014, -5.926, 4.670], [-1.639, -5.480, 4.127], [0.941, -6.695, 3.394], [0.500, -5.026, 4.982], [-0.101, -6.623, 5.493], [1.443, -10.334, 4.773], [0.846, -9.455, 6.188], [3.159, -10.039, 4.483], [1.296, -11.392, 4.942], [0.884, -10.002, 3.906]],
  "forces_ev_per_angstrom": [[0.197, 0.145, 0.392], [-0.100, -0.478, -0.103], [0.157, -0.033, -0.317], [0.610, 0.031, -0.347], [-0.432, 0.968, -0.105], [-0.268, -0.329, -0.557], [0.198, -0.007, 0.017], [0.863, 0.455, -0.182], [0.195, -0.274, 0.278], [-0.073, -0.047, -0.447], [-0.081, -0.582, 0.210], [0.876, -0.264, 0.531], [-0.129, 0.096, -0.113], [0.013, -0.262, -0.214], [-1.380, 1.052, 0.595], [-0.122, 0.151, 0.103], [0.211, -0.032, 0.384], [-0.265, -0.634, 0.572], [0.203, 0.664, -0.449], [-0.457, -0.398, -0.109], [-0.566, -0.056, -0.388], [-0.130, 0.205, -0.689], [-0.721, 0.024, -0.029], [0.265, 0.368, 0.339], [0.586, -0.218, -0.218], [-0.077, -0.145, 0.422], [-0.016, -0.445, 0.397], [-0.169, 0.278, 0.635], [0.224, -0.363, -0.563], [-0.184, 0.287, 0.410], [0.054, -0.514, 0.419], [-0.271, -0.452, 0.374], [-0.447, 0.171, 0.347], [-0.008, 0.409, -0.466], [-0.676, 0.060, 0.011], [-0.159, 0.257, -0.226], [0.410, 0.663, -0.011], [-0.374, -0.094, -0.453], [0.004, -0.170, 0.105], [-0.074, -0.107, -0.196], [0.584, -0.229, -0.251], [0.516, -0.373, -0.065], [-0.449, -0.280, -0.188], [0.347, -0.463, -0.263], [0.478, 0.378, -0.024], [-0.098, 0.435, 0.536], [-0.091, -0.262, -0.378], [-0.519, 0.423, 0.056], [0.479, 0.273, 0.268], [0.460, 0.148, -0.360], [0.181, -0.224, 0.388], [0.062, -0.011, 0.059], [0.086, 0.063, 0.064], [0.152, -0.101, -0.115], [-0.155, 0.021, 0.068], [-0.093, -0.031, 0.008], [-0.033, -0.031, -0.013], [-0.030, -0.061, 0.041], [0.083, 0.044, -0.139], [0.071, 0.053, -0.046], [-0.018, 0.015, 0.062], [0.086, -0.042, -0.059], [-0.020, -0.011, -0.024], [-0.115, 0.056, 0.003], [0.054, 0.040, -0.016], [-0.072, -0.064, 0.079], [-0.035, -0.049, -0.022], [-0.014, 0.003, 0.014], [0.002, -0.006, -0.019], [0.039, -0.025, 0.056], [0.001, 0.070, -0.009], [-0.148, -0.038, 0.019], [0.012, 0.090, 0.036], [0.085, -0.362, 0.070], [-0.004, 0.045, 0.060], [0.024, 0.057, -0.060], [0.135, 0.391, 0.084], [0.019, -0.057, -0.014], [0.027, 0.011, -0.081], [-0.082, 0.006, 0.104], [0.009, 0.003, -0.073], [-0.097, 0.010, 0.120], [0.068, 0.043, -0.057], [0.019, -0.056, -0.074], [-0.063, 0.032, -0.054], [0.120, -0.025, -0.008], [0.000, 0.012, -0.045], [-0.112, -0.350, -0.054], [-0.003, 0.003, -0.022], [0.027, -0.053, 0.059], [0.005, 0.062, 0.000], [-0.048, 0.025, -0.004], [-0.012, 0.005, -0.002], [-0.236, 0.026, -0.096], [0.015, -0.058, -0.051], [0.040, -0.108, 0.002], [-0.112, -0.062, -0.075], [0.122, 0.083, -0.023], [-0.038, 0.032, 0.057], [0.135, -0.036, 0.077], [-0.068, 0.013, 0.017], [-0.126, -0.016, -0.075], [0.193, 0.040, -0.210], [0.218, -0.005, 0.233], [0.040, -0.052, -0.082], [-0.067, 0.066, 0.031], [0.046, -0.011, 0.089], [0.006, 0.016, -0.026], [0.116, 0.024, 0.169], [0.014, 0.058, -0.050], [-0.048, -0.079, -0.026], [-0.029, 0.022, -0.107], [-0.043, 0.023, 0.033], [-0.006, -0.004, -0.016], [0.032, -0.032, 0.067], [-0.004, 0.069, -0.010]],
  "mulliken_charge": [-0.577, -0.456, -0.384, -1.268, 0.402, -1.237, 0.465, 0.071, -1.328, -0.204, -0.563, -0.150, -0.623, 0.554, -0.785, 0.299, -0.513, 0.212, 0.472, -1.176, -0.459, -0.067, 0.105, 0.484, 0.427, 0.342, 0.288, 0.586, 0.452, 0.481, -0.124, 0.474, 0.397, 0.515, 0.548, 0.188, -0.162, 0.507, 0.156, 0.277, 0.023, -0.029, 0.117, 0.399, -1.072, 0.455, 0.332, 0.371, 0.173, 0.324, 0.303, 0.190, -0.125, -0.166, -0.023, 0.124, 0.246, -0.166, -0.187, 0.054, 0.078, -0.222, -0.165, -0.092, 0.277, 0.203, 0.061, -0.163, -0.170, -0.011, 0.276, -0.339, -0.199, -0.049, 0.361, 0.135, -0.336, -0.142, -0.151, 0.249, 0.362, -0.341, -0.154, -0.103, 0.344, 0.260, -0.295, -0.115, -0.145, 0.321, 0.258, 0.125, -0.176, -0.114, 0.308, -0.118, -0.340, -0.078, -0.154, 0.251, 0.315, 0.350, -0.168, -0.184, 0.360, -0.356, -0.230, -0.141, -0.137, 0.286, 0.229, -0.027, -0.151, -0.148, 0.319, 0.016]
}

---

Number 1: F_max 0.22 eV/Å, E_LUMO 2.3556 eV, orbital gap 0.232 hartree. Number 2: F_max 1.83 eV/Å, E_LUMO 0.1439 eV, orbital gap 0.334 hartree.